Below is a molecular structure, C27H33F6O6Tl, with properties calculated with ωB97M-V/def2-TZVPD.

## Properties
E_tot in eV: -61817.6613
HOMO energy in eV: -0.8
LUMO in Eh: 0.1323
Max |F| in eV Å⁻¹: 2.0
Orbital gap in eV: 4.39
Charge: -2

XYZ file:
```
73
Properties=species:S:1:pos:R:3:mulliken_charge:R:1
C 5.27 3.61 -0.56 2.694
C 4.25 3.58 0.63 -2.007
C 5.40 2.15 -1.09 -2.124
C 5.01 1.26 0.09 -0.352
H 6.41 1.96 -1.43 0.491
H 4.69 2.02 -1.92 0.318
C 3.94 2.10 0.84 0.562
H 3.37 4.16 0.34 0.401
H 4.70 3.99 1.55 0.504
C 2.68 1.65 0.11 -0.695
H 3.88 1.82 1.91 0.768
H 5.91 1.06 0.71 0.543
C 4.27 -0.04 -0.32 1.772
C 4.93 4.54 -1.70 -0.371
C 6.64 4.20 -0.20 0.642
O 7.65 3.52 -0.29 -0.640
O 3.87 5.13 -1.84 -0.587
O 5.98 4.68 -2.53 -0.241
O 6.74 5.51 0.13 -0.369
C 5.64 6.42 0.43 -0.495
H 4.75 5.93 0.84 0.279
H 5.39 6.99 -0.47 0.168
H 6.08 7.09 1.17 0.301
C 5.73 5.54 -3.64 -0.766
H 4.97 5.11 -4.30 0.302
H 6.69 5.63 -4.15 0.256
H 5.38 6.52 -3.30 0.306
O 2.88 0.28 -0.33 -0.278
H 2.47 2.25 -0.80 0.145
H 1.76 1.68 0.73 -0.249
C 4.57 -1.06 0.78 -1.833
C 4.66 -0.61 -1.69 -1.837
H 5.72 -0.45 -1.88 0.284
H 4.04 -0.22 -2.51 0.299
H 4.52 -1.70 -1.65 0.513
H 3.86 -1.90 0.76 0.371
H 4.56 -0.59 1.78 0.374
H 5.59 -1.46 0.63 0.429
Tl -0.29 -0.84 -0.30 0.535
C -1.17 -0.83 2.59 -0.610
C 0.13 -0.33 2.88 -0.809
C 0.09 1.09 2.73 -0.217
H 0.99 -0.92 3.18 0.368
C -1.23 1.47 2.35 -0.553
C -2.01 0.28 2.25 -0.632
H -3.07 0.22 1.99 0.352
H -1.47 -1.88 2.62 0.554
H 0.93 1.78 2.91 0.500
H -1.58 2.48 2.16 0.352
C -1.09 0.05 -3.25 -0.604
C -2.24 0.30 -2.45 -0.654
C -2.09 1.60 -1.85 -0.543
H -3.09 -0.38 -2.31 0.453
C -0.85 2.15 -2.30 -0.410
C -0.23 1.19 -3.17 -0.523
H 0.71 1.33 -3.69 0.394
H -0.92 -0.84 -3.86 0.398
H -2.81 2.08 -1.19 0.358
H -0.46 3.12 -2.04 0.385
C -0.69 -4.01 -1.86 -1.913
C -0.42 -4.08 -0.36 1.092
O 0.31 -3.07 0.15 -0.826
C -1.84 -4.15 0.36 0.587
F -2.62 -5.14 -0.15 -0.314
F -1.77 -4.31 1.70 -0.266
F -2.51 -2.96 0.13 -0.182
C 0.42 -5.41 -0.09 0.476
F -0.23 -6.54 -0.52 -0.299
F 1.59 -5.34 -0.78 -0.260
F 0.72 -5.59 1.22 -0.249
H -1.36 -3.16 -2.08 0.372
H -1.14 -4.94 -2.21 0.448
H 0.26 -3.82 -2.38 0.360
```



Below is a molecular structure, C22H43N2P3SeSm, with properties calculated with ωB97M-V/def2-TZVPD.

## Properties
E_tot in eV: -137580.1768
HOMO energy (alpha / beta) in eV: -15.6 / -15.5
LUMO (alpha / beta) in Eh: -0.3389 / -0.4549
Max |F| in eV Å⁻¹: 2.4
Orbital gap (alpha / beta) in eV: 6.33 / 3.17
Multiplicity: 6
Energy above the lowest of the compared OMol25 structures with the same formula, charge and spin in kcal/mol: 82.00
Charge: +3

XYZ file:
```
72
Properties=species:S:1:pos:R:3:lowdin_spin:R:1
Sm -0.13 0.15 0.53 3.280
P -1.50 -2.53 1.12 0.073
P 2.54 -0.43 3.13 0.001
P 1.63 -1.68 -0.99 0.014
H -2.82 4.65 -6.44 0.000
C -2.80 3.71 -7.00 0.000
C -3.86 2.90 -7.08 0.000
H -4.82 3.16 -6.62 0.000
C -2.99 -2.18 2.13 0.008
C -0.90 -4.03 1.99 0.018
C -2.26 -3.31 -0.35 0.003
C 3.48 0.96 2.49 0.001
C 1.96 0.00 4.79 0.000
C 3.71 -1.80 3.31 0.001
C 0.96 -1.65 -2.70 0.018
C 1.94 -3.47 -0.76 0.003
C 3.33 -1.08 -1.31 0.010
H -1.86 3.45 -7.51 0.000
H -3.81 1.96 -7.64 0.000
H -3.51 -1.31 1.71 0.000
H -2.70 -1.94 3.16 0.000
H -3.66 -3.05 2.12 0.002
H -0.78 -3.82 3.06 0.000
H 0.07 -4.35 1.58 0.000
H -1.63 -4.84 1.86 0.004
H -2.93 -2.58 -0.83 0.005
H -2.82 -4.20 -0.04 -0.001
H -1.47 -3.59 -1.06 0.000
H 4.33 1.17 3.15 0.000
H 2.83 1.84 2.41 0.000
H 3.86 0.71 1.48 0.000
H 2.79 0.01 5.52 0.000
H 1.20 -0.71 5.14 0.000
H 1.52 1.01 4.77 0.000
H 4.45 -1.57 4.10 0.000
H 4.26 -1.96 2.37 0.000
H 3.19 -2.74 3.59 0.000
H 1.51 -2.38 -3.31 0.002
H 1.06 -0.64 -3.12 0.000
H -0.11 -1.90 -2.67 0.010
H 2.53 -3.83 -1.62 0.001
H 0.99 -4.02 -0.70 0.000
H 2.51 -3.63 0.17 0.000
H 3.84 -1.79 -1.98 0.000
H 3.88 -1.02 -0.36 0.000
H 3.29 -0.08 -1.75 0.009
C 0.68 2.62 -2.30 0.117
C -0.65 2.22 -2.55 0.089
C -1.23 2.46 -3.80 0.022
C -0.53 3.16 -4.79 0.148
C 0.77 3.61 -4.53 0.002
C 1.38 3.35 -3.31 0.087
Se 1.55 2.19 -0.71 0.498
H -1.30 -0.42 -1.08 0.524
H -1.23 1.71 -1.78 0.023
H -2.24 2.10 -4.01 -0.001
H -1.00 3.36 -5.74 0.007
H 1.31 4.17 -5.29 -0.002
H 2.39 3.68 -3.10 0.001
N 1.35 -0.78 2.10 0.013
C -1.32 0.66 3.21 0.002
C -1.93 0.97 4.44 0.001
C -2.61 2.17 4.56 0.001
C -2.65 3.03 3.45 0.000
C -2.02 2.68 2.26 0.001
N -1.45 1.44 2.11 0.000
H 1.13 -1.78 2.16 0.004
H -0.67 -0.22 3.13 0.001
H -1.85 0.26 5.27 0.000
H -3.07 2.46 5.50 0.000
H -3.15 4.00 3.50 0.000
H -1.93 3.35 1.41 0.000
```



Below is 5 unconnected molecules or ions with the total composition C24H54F7NO5P, with properties calculated with ωB97M-V/def2-TZVPD.

## Properties
E_tot in eV: -65794.1792
HOMO energy in eV: -11.0
LUMO in Eh: -0.1109
Max |F| in eV Å⁻¹: 2.6
Orbital gap in eV: 7.95
Energy above the lowest of the compared OMol25 structures with the same formula, charge and spin in kcal/mol: 20.08
Charge: +1

XYZ file:
```
92
Properties=species:S:1:pos:R:3:mulliken_charge:R:1
C 2.47 -4.31 0.66 -1.240
C 2.51 -4.65 -0.85 -0.261
C 1.45 -3.86 -1.69 -0.592
N 0.42 -4.76 -2.30 -0.255
P -0.85 -4.94 -1.23 0.437
O -1.86 -3.76 -1.52 -0.294
C -2.30 -3.06 -0.31 -0.222
C -2.87 -1.69 -0.76 -1.245
C -1.72 -6.56 -1.56 0.757
F -0.80 -7.52 -1.71 -0.266
F -2.31 -6.41 -2.76 -0.260
C -2.85 -6.95 -0.56 0.543
F -3.78 -6.01 -0.51 -0.242
F -3.44 -8.03 -1.08 -0.260
C -2.37 -7.37 0.85 0.622
F -1.77 -8.53 0.85 -0.229
F -3.47 -7.53 1.58 -0.238
F -1.64 -6.44 1.45 -0.232
H 1.54 -4.65 1.15 0.283
H 2.66 -3.25 0.86 0.350
H 3.27 -4.90 1.14 0.383
H 2.37 -5.73 -1.01 0.353
H 3.50 -4.35 -1.21 0.302
H 0.98 -3.07 -1.07 0.358
H 1.98 -3.33 -2.49 0.267
H 0.84 -5.67 -2.50 0.338
H -0.30 -4.89 0.07 0.072
H -1.50 -2.91 0.43 0.474
H -3.12 -3.59 0.18 0.249
H -3.19 -1.83 -1.80 0.384
H -2.05 -0.97 -0.76 0.277
H -3.70 -1.37 -0.12 0.376
C 4.29 -2.58 -6.79 -1.097
C 4.65 -2.96 -5.36 -0.327
O 3.87 -4.02 -4.83 -0.337
C 3.95 -5.26 -5.53 -0.300
C 5.35 -5.84 -5.59 -1.085
H 3.23 -2.31 -6.85 0.301
H 4.89 -1.74 -7.12 0.393
H 4.45 -3.40 -7.48 0.271
H 4.47 -2.10 -4.71 0.303
H 5.72 -3.19 -5.28 0.325
H 3.53 -5.16 -6.53 0.306
H 3.30 -5.95 -4.99 0.297
H 6.04 -5.19 -6.13 0.266
H 5.34 -6.81 -6.10 0.397
H 5.75 -5.98 -4.58 0.292
C -0.91 3.56 2.51 -0.679
C -0.89 2.64 1.30 -0.394
O -1.31 1.31 1.58 -0.440
C -2.62 1.17 2.09 -0.407
C -3.70 1.69 1.16 -0.922
H -0.27 3.15 3.30 0.215
H -0.54 4.55 2.24 0.269
H -1.91 3.67 2.93 0.181
H 0.13 2.57 0.92 0.337
H -1.50 3.07 0.49 0.276
H -2.70 1.63 3.08 0.352
H -2.78 0.09 2.24 0.363
H -3.60 2.76 0.98 0.212
H -4.69 1.52 1.58 0.396
H -3.64 1.19 0.19 0.234
C -3.51 8.28 3.65 -1.091
C -3.50 7.35 2.44 -0.343
O -3.92 6.03 2.73 -0.330
C -5.23 5.88 3.24 -0.358
C -6.31 6.39 2.30 -1.087
H -2.88 7.88 4.44 0.299
H -3.15 9.27 3.37 0.396
H -4.51 8.40 4.06 0.268
H -2.48 7.28 2.07 0.317
H -4.10 7.77 1.63 0.314
H -5.31 6.35 4.23 0.315
H -5.38 4.81 3.40 0.343
H -6.22 7.46 2.12 0.262
H -7.30 6.21 2.73 0.391
H -6.25 5.89 1.34 0.300
C 3.94 4.29 4.08 -1.100
C 3.37 3.80 2.76 -0.331
O 2.42 4.69 2.19 -0.305
C 2.88 5.99 1.87 -0.368
C 4.03 6.01 0.88 -1.068
H 3.14 4.47 4.80 0.299
H 4.64 3.56 4.49 0.397
H 4.49 5.23 3.96 0.265
H 2.84 2.86 2.93 0.317
H 4.17 3.59 2.04 0.310
H 3.15 6.53 2.79 0.327
H 2.03 6.52 1.44 0.320
H 4.92 5.50 1.26 0.263
H 4.31 7.04 0.65 0.392
H 3.74 5.51 -0.05 0.299
```



Below is 4 unconnected molecules or ions with the total composition C26H56FN4, with properties calculated with ωB97M-V/def2-TZVPD.

## Properties
E_tot in eV: -36541.3873
HOMO energy in eV: -9.4
LUMO in Eh: -0.1662
Max |F| in eV Å⁻¹: 0.5
Orbital gap in eV: 4.91
Energy above the lowest of the compared OMol25 structures with the same formula, charge and spin in kcal/mol: 0.00
Charge: +1

XYZ file:
```
87
Properties=species:S:1:pos:R:3:mulliken_charge:R:1
C 5.23 -3.00 -2.10 -0.935
C 6.59 -2.31 -2.23 -0.527
C 7.33 -2.14 -0.91 -0.068
F 7.30 -3.33 -0.18 -0.349
C 6.72 -1.06 -0.05 0.115
C 7.13 0.27 -0.11 -0.282
C 6.50 1.24 0.67 -0.631
C 5.48 0.87 1.50 -0.357
N 5.12 -0.42 1.55 0.075
C 5.70 -1.38 0.81 -0.234
H 5.28 -3.84 -1.40 0.324
H 4.46 -2.31 -1.74 0.039
H 4.92 -3.39 -3.07 0.411
H 7.23 -2.82 -2.95 0.357
H 6.42 -1.30 -2.62 0.427
H 8.37 -1.90 -1.10 0.479
H 7.94 0.54 -0.77 0.467
H 6.82 2.27 0.62 0.450
H 4.93 1.56 2.11 0.456
H 4.35 -0.70 2.14 0.322
H 5.34 -2.39 0.91 0.482
C -2.06 0.52 0.55 -1.495
C -0.63 0.40 0.05 -0.031
N 0.34 0.26 1.14 0.329
C 1.70 0.42 0.70 -1.035
C 2.26 -0.63 -0.27 -0.176
C 0.08 -0.83 2.07 -0.498
C -0.02 -2.25 1.50 -0.796
H -2.15 1.33 1.27 0.147
H -2.72 0.72 -0.29 0.583
H -2.41 -0.41 1.01 0.308
H -0.37 1.32 -0.48 0.458
H -0.57 -0.41 -0.68 -0.076
H 2.34 0.48 1.60 0.228
H 1.78 1.40 0.23 0.352
H 2.48 -1.58 0.22 0.112
H 3.20 -0.26 -0.72 0.364
H 1.57 -0.82 -1.09 -0.046
H -0.85 -0.60 2.59 0.034
H 0.85 -0.79 2.84 0.457
H -0.62 -2.28 0.59 0.009
H -0.50 -2.90 2.23 0.441
H 0.95 -2.68 1.28 0.263
C -2.87 -2.39 -6.20 -1.436
C -1.49 -2.33 -5.57 -0.330
N -1.34 -1.25 -4.61 0.149
C 0.03 -1.00 -4.22 -0.855
C 0.78 -2.10 -3.46 -0.566
C -2.32 -1.22 -3.54 -0.782
C -2.43 -2.45 -2.62 -0.786
H -3.14 -1.44 -6.65 0.341
H -2.89 -3.16 -6.98 0.436
H -3.64 -2.66 -5.47 0.297
H -0.75 -2.16 -6.36 0.457
H -1.25 -3.32 -5.14 0.270
H 0.04 -0.08 -3.63 0.311
H 0.59 -0.77 -5.13 0.461
H 0.42 -2.19 -2.43 -0.020
H 1.84 -1.86 -3.42 0.189
H 0.68 -3.08 -3.93 0.435
H -3.30 -1.04 -3.98 0.345
H -2.11 -0.33 -2.93 0.376
H -2.41 -3.38 -3.19 0.345
H -3.37 -2.41 -2.07 0.377
H -1.62 -2.49 -1.88 -0.007
C -2.84 1.92 4.08 -1.308
C -3.65 3.07 4.65 -0.508
N -4.09 4.01 3.63 0.122
C -4.61 5.25 4.18 -0.692
C -5.89 5.19 5.02 -0.977
C -4.84 3.43 2.54 -0.265
C -6.12 2.65 2.87 -1.053
H -2.00 2.29 3.49 0.323
H -2.45 1.30 4.89 0.473
H -3.45 1.27 3.45 0.261
H -3.01 3.63 5.35 0.479
H -4.47 2.66 5.25 0.263
H -4.76 5.94 3.35 0.356
H -3.81 5.69 4.79 0.413
H -6.78 5.04 4.41 0.226
H -6.02 6.14 5.55 0.398
H -5.85 4.41 5.77 0.279
H -4.17 2.76 1.98 -0.082
H -5.08 4.24 1.84 0.387
H -5.98 1.98 3.72 0.242
H -6.42 2.04 2.02 0.412
H -6.96 3.31 3.10 0.294
```



Which of these has the highest max |F|?
C24H54F7NO5P



Repeat the first record exactly.
Below is a molecular structure, C27H33F6O6Tl, with properties calculated with ωB97M-V/def2-TZVPD.

## Properties
E_tot in eV: -61817.6613
HOMO energy in eV: -0.8
LUMO in Eh: 0.1323
Max |F| in eV Å⁻¹: 2.0
Orbital gap in eV: 4.39
Charge: -2

XYZ file:
```
73
Properties=species:S:1:pos:R:3:mulliken_charge:R:1
C 5.27 3.61 -0.56 2.694
C 4.25 3.58 0.63 -2.007
C 5.40 2.15 -1.09 -2.124
C 5.01 1.26 0.09 -0.352
H 6.41 1.96 -1.43 0.491
H 4.69 2.02 -1.92 0.318
C 3.94 2.10 0.84 0.562
H 3.37 4.16 0.34 0.401
H 4.70 3.99 1.55 0.504
C 2.68 1.65 0.11 -0.695
H 3.88 1.82 1.91 0.768
H 5.91 1.06 0.71 0.543
C 4.27 -0.04 -0.32 1.772
C 4.93 4.54 -1.70 -0.371
C 6.64 4.20 -0.20 0.642
O 7.65 3.52 -0.29 -0.640
O 3.87 5.13 -1.84 -0.587
O 5.98 4.68 -2.53 -0.241
O 6.74 5.51 0.13 -0.369
C 5.64 6.42 0.43 -0.495
H 4.75 5.93 0.84 0.279
H 5.39 6.99 -0.47 0.168
H 6.08 7.09 1.17 0.301
C 5.73 5.54 -3.64 -0.766
H 4.97 5.11 -4.30 0.302
H 6.69 5.63 -4.15 0.256
H 5.38 6.52 -3.30 0.306
O 2.88 0.28 -0.33 -0.278
H 2.47 2.25 -0.80 0.145
H 1.76 1.68 0.73 -0.249
C 4.57 -1.06 0.78 -1.833
C 4.66 -0.61 -1.69 -1.837
H 5.72 -0.45 -1.88 0.284
H 4.04 -0.22 -2.51 0.299
H 4.52 -1.70 -1.65 0.513
H 3.86 -1.90 0.76 0.371
H 4.56 -0.59 1.78 0.374
H 5.59 -1.46 0.63 0.429
Tl -0.29 -0.84 -0.30 0.535
C -1.17 -0.83 2.59 -0.610
C 0.13 -0.33 2.88 -0.809
C 0.09 1.09 2.73 -0.217
H 0.99 -0.92 3.18 0.368
C -1.23 1.47 2.35 -0.553
C -2.01 0.28 2.25 -0.632
H -3.07 0.22 1.99 0.352
H -1.47 -1.88 2.62 0.554
H 0.93 1.78 2.91 0.500
H -1.58 2.48 2.16 0.352
C -1.09 0.05 -3.25 -0.604
C -2.24 0.30 -2.45 -0.654
C -2.09 1.60 -1.85 -0.543
H -3.09 -0.38 -2.31 0.453
C -0.85 2.15 -2.30 -0.410
C -0.23 1.19 -3.17 -0.523
H 0.71 1.33 -3.69 0.394
H -0.92 -0.84 -3.86 0.398
H -2.81 2.08 -1.19 0.358
H -0.46 3.12 -2.04 0.385
C -0.69 -4.01 -1.86 -1.913
C -0.42 -4.08 -0.36 1.092
O 0.31 -3.07 0.15 -0.826
C -1.84 -4.15 0.36 0.587
F -2.62 -5.14 -0.15 -0.314
F -1.77 -4.31 1.70 -0.266
F -2.51 -2.96 0.13 -0.182
C 0.42 -5.41 -0.09 0.476
F -0.23 -6.54 -0.52 -0.299
F 1.59 -5.34 -0.78 -0.260
F 0.72 -5.59 1.22 -0.249
H -1.36 -3.16 -2.08 0.372
H -1.14 -4.94 -2.21 0.448
H 0.26 -3.82 -2.38 0.360
```



What is the formula in the first record?
C27H33F6O6Tl



Which of these has the lowest charge?
C27H33F6O6Tl